A cluster of 2 separate species, CHFO2 in total at a distorted geometry, computed with ωB97M-V with the def2-TZVPD basis set.

Results
Gap between HOMO and LUMO in eV: 11.19
Molecular weight in g mol⁻¹: 64.02
Structure (SMILES): O=C=O.F
Charge: 0
LUMO energy in eV: -0.783
ΔE to the lowest compared entry with this formula, charge and spin in eV: 2.187
HOMO energy in eV: -12.0

Each line ends with the Mulliken charge.
Atoms and positions in Å:
C  -1.303  0.722  0.009  0.637
O  -2.477  0.540  -0.107  -0.347
O  -0.320  0.075  0.170  -0.274
F  1.668  -0.483  -0.005  -0.386
H  2.431  -0.855  -0.067  0.369

Forces on the atoms, in the same order (eV/Å):
C -1.761 -7.124 0.439
O 0.777 3.559 -0.230
O -1.041 4.207 -0.032
F -3.105 1.812 0.242
H 5.130 -2.454 -0.418